one) Computed, not measured: a 2-piece molecular cluster, C11H18 overall, with ωB97M-V with the def2-TZVPD basis set.

Geometry as XYZ:
```
29
Properties=species:S:1:pos:R:3:mulliken_charge:R:1
C 0.724 -1.584 -2.367 -1.589
C 0.097 -1.636 0.074 -0.319
C -0.260 -1.425 -1.240 0.673
C -0.821 -1.465 1.121 -0.399
C -1.556 -0.959 -1.501 -0.423
C -2.110 -1.095 0.840 -0.560
C -2.454 -0.785 -0.475 -0.436
H 1.113 -1.912 0.337 0.488
H -0.402 -1.664 2.101 0.376
H 1.747 -1.382 -2.060 0.334
H 0.469 -0.908 -3.180 0.368
H -1.860 -0.709 -2.515 0.345
H -2.885 -1.042 1.596 0.366
H -3.466 -0.420 -0.635 0.366
H 0.621 -2.567 -2.837 0.397
C 1.195 1.599 0.547 1.740
C 1.905 2.775 -0.114 -1.769
C 2.061 0.911 1.620 -1.272
C -0.169 2.069 1.075 -1.559
H 1.007 0.903 -0.267 -0.335
H 2.325 3.539 0.552 0.397
H 2.231 -0.137 1.399 0.189
H 3.038 1.391 1.672 0.432
H 1.577 0.992 2.600 0.277
H -0.875 2.121 0.242 0.322
H -0.588 1.363 1.789 0.372
H -0.102 3.048 1.557 0.404
H 1.217 3.291 -0.795 0.399
H 2.744 2.420 -0.727 0.416
```

Results
* SMILES: Cc1ccccc1.CC(C)C
* charge: 0
* orbital gap: 10.0 eV



two) Computed, not measured: a 2-piece molecular cluster, C11H18 overall, with ωB97M-V with the def2-TZVPD basis set.

Geometry as XYZ:
```
29
Properties=species:S:1:pos:R:3:mulliken_charge:R:1
C -0.492 -2.620 1.941 -1.477
C -2.770 -0.032 0.507 -0.120
C -2.220 -1.262 0.857 -0.571
C -2.717 1.121 1.310 -0.818
C -1.113 -1.263 1.739 1.079
C -1.685 0.919 2.167 0.033
C -0.737 -0.116 2.365 -0.718
H -3.571 -0.033 -0.359 0.226
H -2.564 -2.208 0.376 0.257
H -3.300 1.967 1.123 0.463
H -1.352 1.766 2.906 0.149
H -0.804 -3.331 1.286 0.430
H -0.852 -2.933 2.932 0.283
H 0.034 -0.027 3.126 0.418
H 0.553 -2.588 1.794 0.369
C 2.194 0.724 -1.954 0.890
C 2.738 2.199 -2.153 -1.587
C 1.310 0.424 -3.227 -1.441
C 3.329 -0.174 -1.813 -1.239
H 1.445 0.741 -1.068 0.195
H 3.679 2.122 -2.754 0.363
H 3.330 2.547 -1.335 0.435
H 0.817 -0.664 -2.919 0.252
H 0.662 1.231 -3.503 0.398
H 1.940 0.275 -4.047 0.425
H 4.278 0.377 -1.851 0.333
H 3.247 -0.711 -0.849 0.254
H 3.424 -0.835 -2.709 0.317
H 2.012 2.790 -2.588 0.403
```

Results
* SMILES: Cc1ccccc1.CC(C)C
* charge: 0
* orbital gap: 9.9 eV



The least stable of them is two).



one) Computed, not measured: a 2-piece molecular cluster, C11H18 overall, with ωB97M-V with the def2-TZVPD basis set.

Geometry as XYZ:
```
29
Properties=species:S:1:pos:R:3:mulliken_charge:R:1
C 3.638 -0.049 2.307 -1.499
C 0.584 -2.106 1.504 -0.398
C 0.553 -2.033 0.122 -0.586
C 1.578 -1.457 2.215 -0.436
C 2.548 -0.734 1.512 0.922
C 1.425 -1.211 -0.570 -0.378
C 2.493 -0.654 0.133 -0.556
H -0.185 -2.690 2.004 0.376
H -0.143 -2.634 -0.460 0.389
H 1.695 -1.506 3.297 0.377
H 1.267 -1.000 -1.620 0.458
H 4.310 -0.814 2.690 0.329
H 3.270 0.647 3.055 0.343
H 3.203 -0.002 -0.363 0.276
H 4.278 0.536 1.666 0.378
C -1.877 1.122 -1.072 1.195
C -2.505 2.473 -0.741 -1.517
C -2.867 0.017 -0.660 -1.482
C -1.402 0.887 -2.510 -1.281
H -1.004 1.011 -0.416 -0.023
H -3.552 2.601 -1.025 0.337
H -3.864 0.279 -1.023 0.396
H -2.617 -0.963 -1.067 0.324
H -2.964 -0.129 0.419 0.337
H -1.666 1.668 -3.230 0.405
H -0.306 0.977 -2.534 0.253
H -1.635 -0.135 -2.815 0.281
H -1.905 3.288 -1.153 0.395
H -2.351 2.611 0.334 0.386
```

Results
* SMILES: Cc1ccccc1.CC(C)C
* charge: 0
* orbital gap: 10.0 eV



two) Computed, not measured: a 2-piece molecular cluster, C11H18 overall, with ωB97M-V with the def2-TZVPD basis set.

Geometry as XYZ:
```
29
Properties=species:S:1:pos:R:3:mulliken_charge:R:1
C 1.511 2.135 0.795 -1.550
C 2.151 0.952 -1.355 -0.621
C 1.929 0.942 0.015 0.982
C 2.525 -0.215 -1.980 -0.318
C 1.885 -0.265 0.691 -0.493
C 2.559 -1.449 -1.301 -0.698
C 2.083 -1.465 0.004 -0.195
H 2.107 1.874 -1.929 0.383
H 2.815 -0.313 -3.039 0.323
H 0.667 2.113 1.484 0.300
H 1.195 3.003 0.182 0.339
H 1.619 -0.300 1.745 0.361
H 2.907 -2.360 -1.772 0.400
H 1.794 -2.392 0.489 0.413
H 2.286 2.531 1.472 0.384
C -1.943 -0.107 0.616 1.126
C -1.897 0.645 -0.725 -1.243
C -3.388 -0.249 1.140 -1.512
C -1.356 -1.545 0.456 -0.824
H -1.354 0.399 1.380 0.019
H -2.593 1.506 -0.851 0.357
H -3.883 -1.060 0.624 0.329
H -3.219 -0.374 2.210 0.389
H -4.031 0.581 0.859 0.368
H -1.499 -2.294 1.251 0.378
H -1.520 -1.971 -0.533 0.360
H -0.292 -1.397 0.518 -0.234
H -2.150 0.007 -1.583 0.335
H -0.908 1.068 -0.859 0.142
```

Results
* SMILES: Cc1ccccc1.CC(C)C
* charge: 0
* orbital gap: 10.1 eV



The least stable of them is two).



one) Computed, not measured: a 2-piece molecular cluster, C11H18 overall, with ωB97M-V with the def2-TZVPD basis set.

Geometry as XYZ:
```
29
Properties=species:S:1:pos:R:3:mulliken_charge:R:1
C 0.271 -2.303 1.166 0.095
C 0.855 -1.361 2.193 -1.058
C -1.247 -2.465 1.202 -1.267
H 0.670 -2.051 0.193 0.118
H 0.670 -3.301 1.371 0.369
H 0.249 -1.205 3.090 0.372
H 1.053 -0.352 1.832 0.048
H -1.801 -1.778 1.843 0.322
H -1.683 -2.486 0.195 0.277
H 1.777 -1.630 2.724 0.363
H -1.551 -3.465 1.542 0.369
C -0.623 1.890 0.562 -0.912
C -0.544 3.396 0.097 -1.121
C -0.147 1.028 -0.564 0.731
C 1.197 0.666 -0.670 -0.383
C -0.912 0.758 -1.709 -0.355
C 1.781 -0.010 -1.732 -0.644
C -0.395 -0.041 -2.718 -0.520
C 0.931 -0.446 -2.740 -0.386
H -0.031 1.869 1.479 0.323
H -1.654 1.660 0.804 0.450
H -1.369 3.941 0.566 0.331
H 1.742 0.911 0.236 0.298
H -1.938 1.073 -1.768 0.388
H 2.841 -0.128 -1.629 0.387
H -1.134 -0.430 -3.411 0.350
H 1.294 -1.044 -3.560 0.397
H -0.706 3.455 -0.979 0.344
H 0.404 3.848 0.384 0.314
```

Results
* SMILES: CCc1ccccc1.CCC
* charge: 0
* orbital gap: 10.0 eV



two) Computed, not measured: a 2-piece molecular cluster, C11H18 overall, with ωB97M-V with the def2-TZVPD basis set.

Geometry as XYZ:
```
29
Properties=species:S:1:pos:R:3:mulliken_charge:R:1
C 0.152 -1.483 1.815 0.890
C -1.241 -0.966 1.269 -0.870
C 0.263 -1.362 3.334 -1.638
C 0.441 -2.926 1.283 -1.441
H 0.887 -0.783 1.382 0.197
H -1.099 -0.006 0.714 -0.060
H -0.488 -2.024 3.807 0.362
H 1.249 -1.699 3.656 0.405
H 0.019 -0.328 3.618 0.386
H 0.085 -3.148 0.294 0.433
H 1.528 -2.965 1.245 0.367
H 0.114 -3.714 1.978 0.304
H -1.789 -0.654 2.137 0.386
H -1.566 -1.711 0.517 0.290
C 1.222 0.374 -3.280 -1.320
C -0.934 0.902 -1.931 -0.378
C 0.415 1.117 -2.288 0.794
C -1.615 1.846 -1.168 -0.291
C 1.095 2.137 -1.618 -0.612
C -0.951 2.975 -0.580 -0.481
C 0.391 3.009 -0.617 -0.427
H -1.426 -0.023 -2.185 0.376
H -2.624 1.506 -1.030 0.345
H 0.609 -0.123 -4.049 0.341
H 1.747 -0.439 -2.788 0.269
H 2.107 2.371 -1.898 0.338
H -1.684 3.522 0.035 0.318
H 1.158 3.492 0.012 0.336
H 1.931 1.102 -3.662 0.380
```

Results
* SMILES: Cc1ccccc1.CC(C)C
* charge: 0
* orbital gap: 9.8 eV



three) Computed, not measured: a 2-piece molecular cluster, C11H18 overall, with ωB97M-V with the def2-TZVPD basis set.

Geometry as XYZ:
```
29
Properties=species:S:1:pos:R:3:mulliken_charge:R:1
C 2.185 -2.493 0.370 -1.137
C 2.262 -1.161 -0.457 -0.179
C 2.093 0.231 0.395 -0.309
C 2.122 1.437 -0.606 -0.507
C 1.753 2.749 0.053 -1.093
C -2.729 -0.566 -1.376 -0.420
C -3.796 0.280 -0.940 -0.455
C -4.052 0.431 0.386 -0.340
C -3.013 0.214 1.422 -0.791
C -1.802 -0.421 0.943 -0.192
C -1.805 -0.837 -0.400 0.253
H 2.805 -2.665 1.396 0.265
H 1.114 -2.529 0.625 0.231
H 2.100 -3.292 -0.283 0.447
H 1.192 -1.036 -1.027 0.027
H 3.132 -1.375 -1.350 0.281
H 1.120 0.225 1.147 0.051
H 2.930 0.223 1.197 0.387
H 1.449 1.135 -1.293 0.422
H 3.099 1.348 -1.143 0.289
H 2.139 2.772 1.068 0.325
H 2.224 3.593 -0.572 0.277
H 0.685 2.996 0.410 0.276
H -2.587 -0.984 -2.331 0.444
H -4.569 0.605 -1.685 0.281
H -5.056 0.738 0.600 0.357
H -3.213 0.393 2.403 0.496
H -1.020 -0.648 1.653 0.440
H -0.760 -1.365 -0.607 -0.127
```

Results
* SMILES: c1ccccc1.CCCCC
* charge: 0
* orbital gap: 10.2 eV



The least stable of them is three).



one) Computed, not measured: an isolated ion of composition C4H5N4O and charge +1, with ωB97M-V with the def2-TZVPD basis set.

Geometry as XYZ:
```
14
Properties=species:S:1:pos:R:3:mulliken_charge:R:1
C 0.939 -0.143 -0.413 0.175
C 0.841 -1.147 -1.367 0.313
C -0.096 0.916 -0.078 -0.627
C -2.601 0.613 0.154 -0.075
N 2.083 -0.244 0.279 0.190
N 2.840 -1.052 0.607 0.355
N 1.024 -2.067 -2.020 -0.376
N -1.345 0.247 0.434 -0.057
O 3.861 -1.364 1.062 -0.416
H 0.369 1.534 0.849 0.286
H -0.224 1.728 -0.829 0.381
H -3.393 -0.007 0.608 0.254
H -2.938 1.506 -0.365 0.288
H -1.361 -0.521 1.080 0.309
```

Results
* SMILES: C=[NH+]C/C(C#N)=N/N=O
* charge: +1
* orbital gap (alpha / beta): 6.5 / 6.5 eV



two) Computed, not measured: an isolated ion of composition C4H5N4O and charge +1, with ωB97M-V with the def2-TZVPD basis set.

Geometry as XYZ:
```
14
Properties=species:S:1:pos:R:3:mulliken_charge:R:1
C 0.057 1.176 -1.804 0.271
C 0.776 0.236 -2.563 0.284
C -0.553 0.880 -0.474 -0.633
C 0.404 -1.094 0.367 -0.049
N 0.146 2.374 -2.322 0.235
N 0.807 2.923 -3.185 0.083
N 1.531 -0.121 -3.331 -0.346
N 0.510 0.162 0.164 -0.036
O 0.748 3.454 -4.212 -0.351
H -0.686 1.868 0.008 0.321
H -1.400 0.194 -0.662 0.361
H 1.088 -1.852 0.658 0.350
H -0.737 -1.407 0.145 0.187
H 1.297 0.770 0.394 0.323
```

Results
* SMILES: C=[NH+]C/C(C#N)=N/N=O
* charge: +1
* orbital gap (alpha / beta): 7.1 / 7.1 eV



The least stable of them is one).